(1)
The following is a quantum chemistry calculation of 6 unconnected molecules or ions with the total composition C16H28F2N2O14S2 at a distorted geometry, from the OMol25 dataset.

```
! RIJCOSX wB97M-V def2-TZVPD def2/J DEFGRID3
* xyz 0 1
O -2.816 0.085 6.051
C -2.440 1.180 5.842
O -2.678 1.877 4.707
C -1.785 2.981 4.603
C -1.643 3.257 6.097
F -2.717 3.946 6.574
O -1.647 1.963 6.652
H -0.982 2.489 4.055
H -2.297 3.856 4.205
H -0.764 3.838 6.377
O 5.168 3.809 0.414
C 4.786 3.067 1.239
O 5.515 2.809 2.416
C 4.664 1.975 3.225
C 3.647 1.463 2.250
F 2.417 1.454 2.866
O 3.612 2.432 1.235
H 5.218 1.173 3.707
H 4.221 2.651 3.958
H 3.838 0.445 1.909
C -3.581 2.051 -0.190
N -4.662 3.106 -0.072
O -5.825 2.812 0.003
O -4.234 4.250 -0.046
H -2.909 2.275 -1.008
H -4.113 1.106 -0.175
H -3.069 2.273 0.746
C -3.223 -1.258 -4.869
N -2.711 0.114 -5.228
O -3.271 0.652 -6.164
O -1.888 0.651 -4.528
H -2.398 -1.936 -5.081
H -4.158 -1.443 -5.379
H -3.376 -1.275 -3.792
O -2.277 -1.335 1.221
S -1.004 -1.518 0.548
O -0.524 -2.859 0.313
C -0.935 -0.573 -1.038
C 0.451 0.036 -0.977
C 0.690 0.588 0.416
C 0.221 -0.408 1.458
H -1.821 0.056 -0.916
H -1.195 -1.164 -1.916
H 1.157 -0.777 -1.186
H 0.682 0.771 -1.749
H 0.137 1.527 0.390
H 1.763 0.770 0.448
H -0.378 0.221 2.115
H 0.920 -0.979 2.061
O -0.437 -2.890 -3.929
S 0.744 -3.761 -3.959
O 0.939 -4.649 -5.094
C 2.275 -2.752 -3.792
C 3.157 -3.400 -2.734
C 2.216 -3.859 -1.665
C 1.031 -4.618 -2.325
H 2.056 -1.715 -3.537
H 2.657 -2.697 -4.812
H 3.844 -4.137 -3.145
H 3.724 -2.520 -2.417
H 1.724 -2.980 -1.242
H 2.874 -4.304 -0.919
H 0.213 -4.538 -1.612
H 1.192 -5.659 -2.602
*
```

The lowest unoccupied orbital energy is -0.0100 Eh. Its molar mass is 574.53 g mol⁻¹. Its energy above the lowest of the compared OMol25 structures with the same formula, charge and spin is 107.4 kJ/mol. The value obtained for the total energy is -75788.9125 eV. The SMILES is O=C1OC[C@@H](F)O1.O=C1OC[C@@H](F)O1.C[N+](=O)[O-].C[N+](=O)[O-].O=S1(=O)CCCC1.O=S1(=O)CCCC1. For the HOMO energy, the calculation gives -0.394 Ha. As for the HOMO-LUMO gap: 10.44 eV.

(2)
The following is a quantum chemistry calculation of a molecular structure, C38H47BN11O8W, from the OMol25 dataset.

```
! RIJCOSX wB97M-V def2-TZVPD def2/J DEFGRID3
* xyz 0 4
W -0.334 -0.041 -0.574
C 2.967 -1.945 0.620
C 2.962 -0.508 0.202
C 4.149 0.237 0.167
C 3.785 1.540 -0.073
C 4.627 2.766 -0.165
N 2.450 1.559 -0.192
N 1.926 0.310 -0.055
B 1.497 2.734 -0.115
N 0.544 2.508 1.080
N -0.227 1.384 1.201
C -0.935 1.513 2.326
C -1.922 0.508 2.811
C -0.606 2.722 2.944
C 0.332 3.319 2.134
C 1.049 4.613 2.323
N 0.673 2.812 -1.411
N -0.301 1.894 -1.646
C -0.907 2.256 -2.799
C -2.088 1.592 -3.431
C -0.297 3.408 -3.286
C 0.703 3.724 -2.385
C 1.679 4.850 -2.417
H 3.846 -2.091 1.250
H 2.075 -2.206 1.176
H 3.057 -2.623 -0.228
H 5.142 -0.142 0.341
H 5.677 2.493 -0.082
H 4.487 3.276 -1.119
H 4.394 3.477 0.629
H 2.081 3.762 0.033
H -1.837 -0.422 2.261
H -1.724 0.284 3.861
H -2.942 0.894 2.745
H -0.995 3.101 3.875
H 0.720 5.079 3.250
H 2.127 4.463 2.377
H 0.853 5.307 1.504
H -2.417 0.705 -2.906
H -2.911 2.309 -3.493
H -1.839 1.293 -4.451
H -0.554 3.941 -4.186
H 1.521 5.446 -3.314
H 1.575 5.498 -1.546
H 2.702 4.474 -2.432
O -6.991 1.013 -0.227
C -5.970 0.622 0.578
O -6.178 0.077 1.615
C -4.614 1.012 0.101
C -4.176 2.285 -0.176
N -2.860 2.211 -0.426
N -2.423 0.953 -0.339
C -3.469 0.207 -0.010
C -3.107 -1.231 0.195
O -3.932 -2.090 0.395
O -1.819 -1.375 0.158
H -6.642 1.295 -1.080
H -4.696 3.230 -0.180
H -2.198 2.931 -0.671
C -1.205 -3.183 3.102
N -0.402 -2.427 4.046
C -0.531 -2.805 5.439
C 0.016 -1.727 6.353
C 1.377 -1.293 5.851
N 1.261 -0.836 4.483
C 2.224 0.135 4.006
C 0.451 -1.469 3.573
O 0.476 -1.163 2.384
H -2.269 -2.973 3.240
H -1.041 -4.254 3.247
H -0.926 -2.904 2.090
H -0.022 -3.761 5.621
H -1.591 -2.968 5.652
H 0.084 -2.099 7.376
H -0.659 -0.868 6.351
H 2.094 -2.123 5.931
H 1.771 -0.473 6.454
H 2.156 1.054 4.594
H 2.008 0.355 2.963
H 3.247 -0.249 4.077
O 0.601 -1.756 -0.502
N 0.467 -2.811 -1.359
C -0.617 -3.660 -1.239
C -0.764 -4.670 -2.140
C 0.166 -4.882 -3.178
C 1.293 -4.034 -3.218
C 1.443 -3.024 -2.319
H -1.288 -3.443 -0.427
H -1.625 -5.316 -2.020
H 0.039 -5.677 -3.897
H 2.064 -4.163 -3.966
H 2.252 -2.312 -2.318
O 1.157 -0.030 -3.027
C 0.104 -0.592 -3.316
O -0.869 -0.769 -2.459
C -0.164 -1.109 -4.687
C 0.682 -0.732 -5.729
C 0.453 -1.203 -7.010
C -0.613 -2.061 -7.252
C -1.449 -2.448 -6.214
C -1.231 -1.972 -4.930
H 1.513 -0.075 -5.510
H 1.106 -0.909 -7.822
H -0.788 -2.436 -8.253
H -2.267 -3.130 -6.403
H -1.862 -2.281 -4.108
*
```

The lowest unoccupied orbital energy (spin up / spin down) is 0.0018 / 0.0015 Eh. Its molar mass is 980.51 g mol⁻¹. Its energy above the lowest of the compared OMol25 structures with the same formula, charge and spin is 126.0 kJ/mol. The value obtained for the total energy is -75445.8015 eV. For the HOMO energy (spin up / spin down), the calculation gives -0.157 / -0.304 Ha. Its expectation value of S² is 3.78. As for the HOMO-LUMO gap (spin up / spin down): 4.33 / 8.31 eV.

(3)
The following is a quantum chemistry calculation of a molecular structure, C34H28Cl3IN2O4PSeTi at a distorted geometry, from the OMol25 dataset.

```
! RIJCOSX wB97M-V def2-TZVPD def2/J DEFGRID3
* xyz 0 2
Ti -1.377 -0.199 0.183
I -0.887 -0.362 3.179
C 1.086 -0.294 3.871
C 1.090 -0.404 5.240
C 2.270 -0.324 6.000
C 3.441 -0.111 5.354
C 3.483 0.009 3.943
C 4.756 0.246 3.370
C 4.904 0.375 2.028
C 3.767 0.246 1.218
C 2.505 0.004 1.707
P 1.316 -0.181 0.309
C 1.719 1.364 -0.610
C 1.503 2.569 0.062
C 1.796 3.778 -0.543
C 2.293 3.811 -1.841
C 2.498 2.622 -2.520
C 2.219 1.405 -1.906
C 2.040 -1.510 -0.710
C 3.015 -2.381 -0.234
C 3.452 -3.442 -1.011
C 2.915 -3.653 -2.273
C 1.930 -2.801 -2.749
C 1.490 -1.743 -1.969
C 2.307 -0.101 3.134
H 0.155 -0.552 5.762
H 2.226 -0.421 7.076
H 4.373 -0.028 5.899
H 5.607 0.327 4.034
H 5.870 0.562 1.580
H 3.906 0.333 0.147
H 1.111 2.565 1.073
H 1.632 4.698 0.003
H 2.523 4.756 -2.315
H 2.895 2.630 -3.527
H 2.421 0.489 -2.447
H 3.415 -2.255 0.763
H 4.202 -4.117 -0.619
H 3.250 -4.488 -2.873
H 1.484 -2.967 -3.721
H 0.694 -1.114 -2.348
C -1.679 0.981 -4.024
C -1.657 0.881 -2.541
N -1.608 -0.274 -1.895
O -1.670 -1.399 -2.688
C -1.618 1.967 -1.620
C -1.344 3.394 -1.925
N -1.938 1.501 -0.405
O -1.247 1.618 0.788
H -2.411 0.296 -4.449
H -0.705 0.705 -4.437
H -1.916 1.995 -4.337
H -1.601 -2.122 -2.038
H -0.483 3.501 -2.586
H -1.142 3.934 -1.002
H -2.206 3.859 -2.412
Se -3.554 -1.065 1.102
C -5.024 -0.001 0.485
C -6.181 -0.702 0.148
C -7.309 -0.027 -0.295
C -7.300 1.355 -0.407
C -6.153 2.055 -0.061
C -5.023 1.385 0.387
H -6.198 -1.782 0.224
H -8.197 -0.590 -0.555
H -8.180 1.881 -0.754
H -6.136 3.136 -0.130
H -4.140 1.943 0.670
Cl -1.270 -4.723 -1.375
C -0.815 -4.511 0.336
Cl -2.224 -4.789 1.367
Cl 0.465 -5.660 0.729
C -0.348 -3.050 0.611
O 0.492 -2.851 1.459
O -0.976 -2.180 -0.091
*
```

The lowest unoccupied orbital energy (spin up / spin down) is -0.0050 / -0.0371 Eh. Its molar mass is 919.67 g mol⁻¹. Its energy above the lowest of the compared OMol25 structures with the same formula, charge and spin is 56.8 kJ/mol. The value obtained for the total energy is -190301.1061 eV. For the HOMO energy (spin up / spin down), the calculation gives -0.262 / -0.275 Ha. Its expectation value of S² is 0.77. As for the HOMO-LUMO gap (spin up / spin down): 6.99 / 6.46 eV.

(4)
The following is a quantum chemistry calculation of 2 unconnected molecules or ions with the total composition C4H6F3O3S at a distorted geometry, from the OMol25 dataset.

```
! RIJCOSX wB97M-V def2-TZVPD def2/J DEFGRID3
* xyz -1 1
C 2.825 -0.277 1.260
C 2.026 0.799 1.012
C 0.594 0.797 1.161
S -0.217 -0.382 0.285
O 0.184 -1.742 0.545
O -0.401 -0.063 -1.125
C -1.974 -0.259 0.935
F -2.033 0.167 2.206
F -2.588 -1.450 0.866
F -2.695 0.616 0.201
H 2.583 -0.912 2.103
H 3.625 -0.582 0.596
H 2.457 1.767 0.739
H 0.155 1.732 0.806
O -1.301 -0.064 -4.200
H -2.184 -0.418 -4.065
H -1.056 0.270 -3.325
*
```

The lowest unoccupied orbital energy is 0.1304 Eh. Its molar mass is 191.15 g mol⁻¹. Its energy above the lowest of the compared OMol25 structures with the same formula, charge and spin is 175.6 kJ/mol. The value obtained for the total energy is -29374.2807 eV. For the HOMO energy, the calculation gives -0.114 Ha. As for the HOMO-LUMO gap: 6.66 eV.

(5)
The following is a quantum chemistry calculation of 3 unconnected molecules or ions with the total composition C2H9NO at a distorted geometry, from the OMol25 dataset.

```
! RIJCOSX wB97M-V def2-TZVPD def2/J DEFGRID3
* xyz 0 1
H 2.943 -0.490 -4.397
H 3.004 0.239 -4.463
C -4.433 -1.350 2.540
C -4.743 0.060 2.300
O -3.834 -0.352 3.317
H -3.655 -1.933 2.053
H -5.243 -2.017 2.825
H -4.266 0.549 1.448
H -5.597 0.610 2.680
N 6.638 0.938 -1.903
H 6.566 0.871 -2.922
H 5.671 0.971 -1.586
H 6.949 1.903 -1.894
*
```

The lowest unoccupied orbital energy is 0.0447 Eh. Its molar mass is 63.10 g mol⁻¹. Its energy above the lowest of the compared OMol25 structures with the same formula, charge and spin is 268.3 kJ/mol. The value obtained for the total energy is -5754.7423 eV. The SMILES is [H][H].C1CO1.N. For the HOMO energy, the calculation gives -0.380 Ha. As for the HOMO-LUMO gap: 11.55 eV.

(6)
The following is a quantum chemistry calculation of 2 unconnected molecules or ions with the total composition C3H7O2PS2 at a distorted geometry, from the OMol25 dataset.

```
! RIJCOSX wB97M-V def2-TZVPD def2/J DEFGRID3
* xyz 0 1
C -0.762 -0.753 3.223
C 1.699 0.431 -1.077
C 0.568 0.393 -2.080
O -0.090 -0.363 2.311
O -0.652 0.805 -1.576
P -1.360 0.095 -0.295
S -1.075 -1.820 -0.281
S -2.508 1.386 0.406
H -0.544 -1.654 3.922
H -1.782 -0.418 3.422
H 1.281 -0.040 -0.226
H 2.552 -0.115 -1.432
H 1.802 1.533 -0.911
H 0.280 -0.552 -2.528
H 0.593 1.071 -2.879
*
```

The lowest unoccupied orbital energy is -0.0206 Eh. Its molar mass is 170.20 g mol⁻¹. Its energy above the lowest of the compared OMol25 structures with the same formula, charge and spin is 49.8 kJ/mol. The value obtained for the total energy is -38278.1502 eV. For the HOMO energy, the calculation gives -0.346 Ha. As for the HOMO-LUMO gap: 8.86 eV.

(7)
The following is a quantum chemistry calculation of C16H17ClN2O3S in the gas phase at a distorted geometry, from the OMol25 dataset.

```
! RIJCOSX wB97M-V def2-TZVPD def2/J DEFGRID3
* xyz 0 1
C 1.654 4.225 1.033
C 0.336 3.843 1.692
O -0.337 2.817 0.960
C 0.071 1.558 1.187
O 0.934 1.277 1.987
C -0.639 0.556 0.386
C -1.650 0.783 -0.479
C -2.225 2.103 -0.862
N -2.235 -0.316 -1.066
C -2.128 -1.606 -0.628
S -3.088 -2.711 -1.388
N -1.223 -1.836 0.369
C -1.140 -2.966 1.200
C -2.286 -3.925 1.216
O -0.169 -3.100 1.903
C -0.139 -0.863 0.548
C 1.019 -1.111 -0.401
C 2.299 -0.754 0.008
C 3.383 -0.922 -0.833
C 3.188 -1.461 -2.094
Cl 4.537 -1.678 -3.152
C 1.922 -1.832 -2.515
C 0.843 -1.652 -1.667
H 2.331 3.374 1.041
H 1.487 4.535 0.004
H 2.111 5.043 1.581
H -0.360 4.685 1.700
H 0.513 3.494 2.714
H -3.010 1.979 -1.605
H -2.639 2.602 0.011
H -1.449 2.750 -1.264
H -2.926 -0.180 -1.793
H -3.245 -3.413 1.227
H -2.184 -4.550 2.100
H -2.251 -4.560 0.332
H 0.233 -0.987 1.572
H 2.441 -0.337 0.992
H 4.374 -0.644 -0.510
H 1.780 -2.260 -3.495
H -0.134 -1.957 -2.010
*
```

The lowest unoccupied orbital energy is -0.0101 Eh. Its molar mass is 352.84 g mol⁻¹. Its energy above the lowest of the compared OMol25 structures with the same formula, charge and spin is 0.0 kJ/mol. The value obtained for the total energy is -49349.5191 eV. The SMILES is CCOC(=O)C1=C(C)NC(=S)N(C(C)=O)[C@H]1c1ccc(Cl)cc1. For the HOMO energy, the calculation gives -0.320 Ha. As for the HOMO-LUMO gap: 8.42 eV.

(8)
The following is a quantum chemistry calculation of a molecular structure, C60H50MgN3O6P2, from the OMol25 dataset.

```
! RIJCOSX wB97M-V def2-TZVPD def2/J DEFGRID3
* xyz -1 1
Mg 0.667 -0.478 -0.071
O -2.098 -3.092 2.169
C -1.482 -3.040 3.363
C -2.037 -3.790 4.404
C -1.459 -3.784 5.657
C -0.310 -3.035 5.900
C 0.242 -2.296 4.872
C -0.324 -2.278 3.597
C 0.280 -1.453 2.518
O -0.344 -1.419 1.379
N 1.393 -0.814 2.778
N 1.769 -0.082 1.660
C 2.814 0.643 1.763
C 3.315 1.497 0.694
C 4.484 2.221 0.953
C 5.032 3.094 0.035
C 4.389 3.251 -1.195
C 3.237 2.555 -1.484
C 2.648 1.658 -0.562
O 1.545 1.051 -0.873
H -1.558 -2.519 1.565
H -2.925 -4.372 4.192
H -1.903 -4.372 6.452
H 0.144 -3.030 6.883
H 1.133 -1.702 5.028
H 3.365 0.634 2.707
H 4.963 2.084 1.918
H 5.938 3.640 0.263
H 4.797 3.934 -1.932
H 2.727 2.689 -2.431
O 2.418 -1.749 -0.637
C 2.044 -2.901 -1.421
C 0.498 -2.803 -1.711
O -0.091 -3.781 -2.145
O 0.035 -1.627 -1.565
C 2.498 -4.136 -0.649
C 3.650 -4.039 0.130
C 4.132 -5.132 0.832
C 3.468 -6.349 0.770
C 2.322 -6.455 -0.002
C 1.839 -5.362 -0.710
C 2.693 -2.782 -2.797
C 3.264 -3.870 -3.445
C 3.811 -3.724 -4.712
C 3.792 -2.491 -5.347
C 3.213 -1.403 -4.710
C 2.659 -1.548 -3.448
H 2.997 -1.180 -1.158
H 4.162 -3.090 0.205
H 5.023 -5.028 1.439
H 3.836 -7.203 1.326
H 1.787 -7.396 -0.052
H 0.944 -5.443 -1.307
H 3.284 -4.834 -2.955
H 4.255 -4.581 -5.204
H 4.221 -2.380 -6.335
H 3.177 -0.438 -5.201
H 2.164 -0.700 -2.982
C -3.076 2.159 -0.695
N -4.223 1.281 -0.531
C -4.367 0.196 -1.490
P -2.760 -0.746 -1.679
C -3.389 -2.359 -2.276
C -4.377 -3.016 -1.541
C -4.782 -4.298 -1.878
C -4.184 -4.958 -2.943
C -3.172 -4.331 -3.653
C -2.775 -3.045 -3.321
C -2.158 0.029 -3.243
C -0.943 0.711 -3.254
C -0.508 1.369 -4.399
C -1.275 1.345 -5.553
C -2.486 0.663 -5.557
C -2.923 0.019 -4.411
C -5.374 1.790 0.072
C -5.278 2.681 1.152
C -6.413 3.166 1.775
C -7.681 2.782 1.357
C -7.786 1.900 0.295
C -6.656 1.411 -0.347
P -1.518 1.591 0.208
C -2.216 1.460 1.894
C -2.841 0.252 2.202
C -3.440 0.059 3.437
C -3.416 1.073 4.384
C -2.791 2.277 4.091
C -2.197 2.471 2.851
C -0.576 3.158 0.259
C 0.454 3.286 1.192
C 1.305 4.378 1.169
C 1.151 5.362 0.201
C 0.140 5.242 -0.739
C -0.717 4.148 -0.712
H -3.316 3.150 -0.314
H -2.835 2.266 -1.759
H -4.750 0.545 -2.461
H -5.087 -0.515 -1.087
H -4.823 -2.536 -0.677
H -5.551 -4.788 -1.294
H -4.490 -5.964 -3.201
H -2.672 -4.851 -4.460
H -1.960 -2.583 -3.862
H -0.317 0.742 -2.371
H 0.438 1.898 -4.379
H -0.934 1.852 -6.447
H -3.091 0.633 -6.456
H -3.864 -0.518 -4.431
H -4.307 2.957 1.536
H -6.298 3.840 2.615
H -8.565 3.159 1.854
H -8.762 1.587 -0.055
H -6.783 0.744 -1.186
H -2.840 -0.548 1.474
H -3.904 -0.893 3.661
H -3.873 0.920 5.354
H -2.761 3.069 4.829
H -1.717 3.418 2.633
H 0.608 2.505 1.929
H 2.111 4.444 1.889
H 1.829 6.205 0.170
H 0.021 5.996 -1.508
H -1.483 4.069 -1.473
*
```

The lowest unoccupied orbital energy is 0.0901 Eh. Its molar mass is 995.33 g mol⁻¹. Its energy above the lowest of the compared OMol25 structures with the same formula, charge and spin is 0.0 kJ/mol. The value obtained for the total energy is -103817.4865 eV. For the HOMO energy, the calculation gives -0.181 Ha. As for the HOMO-LUMO gap: 7.37 eV.

> Which of these has the highest molar mass?

C60H50MgN3O6P2